1.
Formula: C4H5NO
Source: the OMol25 dataset
Level of theory: ωB97M-V/def2-TZVPD

Geometry as XYZ:
```
11
Properties=species:S:1:pos:R:3
C 1.3858 -0.9395 -0.4526
C -0.0384 -0.4410 -0.4647
C -0.9531 -0.8051 -1.3216
C -0.4708 0.4443 0.6907
O 0.1080 0.4027 1.7563
N -1.5376 1.2464 0.4346
H 2.0767 -0.1023 -0.5889
H 1.5609 -1.6788 -1.2370
H 1.5794 -1.3894 0.5248
H -1.8443 1.8707 1.1656
H -1.8665 1.3919 -0.5072
```

* ΔE to the lowest compared entry with this formula, charge and spin: 295.8 kJ/mol
* net charge: 0
* frontier orbital gap: 9.7 eV
* electronic energy: -7763.4603 eV

Löwdin atomic charge list, values in e, 8 entries: -0.05, -0.38, 0.26, -0.54, 0.08, 0.17, 0.09, 0.08



2.
Formula: C5H7N2
Source: the OMol25 dataset
Level of theory: ωB97M-V/def2-TZVPD

Geometry as XYZ:
```
14
Properties=species:S:1:pos:R:3
C -2.7260 -0.4561 0.0204
C -1.8570 -1.5014 0.0275
C -0.7123 -0.7667 0.0606
C 0.6473 -1.2355 0.0464
C -0.3622 1.8642 0.0514
N -2.5100 0.7667 -0.1022
N -1.1903 0.7407 0.0386
H -2.0170 -2.6259 0.0606
H 0.5509 -2.3329 -0.3096
H 1.1281 -1.0312 1.0410
H 1.2716 -0.7424 -0.5544
H -0.2465 1.9729 1.0720
H 0.5935 1.6650 -0.4162
H -0.9273 2.7506 -0.2966
```

* ΔE to the lowest compared entry with this formula, charge and spin: 703.4 kJ/mol
* net charge: +1
* frontier orbital gap: 7.0 eV
* electronic energy: -8265.4867 eV

Löwdin atomic charge list, values in e, 8 entries: 0.17, 0.05, -0.15, 0.00, 0.01, 0.19, -0.11, 0.18



3.
Formula: C3H12N2O2
Source: the OMol25 dataset
Level of theory: ωB97M-V/def2-TZVPD

Geometry as XYZ:
```
19
Properties=species:S:1:pos:R:3
C 0.4047 0.7601 -1.2159
C 1.0019 -0.6185 -0.9698
O 0.5466 -1.1498 0.2840
N 0.5794 1.6956 -0.0898
C -0.6759 2.0919 0.5515
N -0.8251 1.4116 1.8362
H -0.6599 0.6055 -1.4125
H 0.9320 1.1664 -2.0804
H 0.6031 -1.2945 -1.7336
H 2.0849 -0.5973 -0.9742
H 1.3136 -1.2509 0.9003
H 1.0804 1.1892 0.6329
H -1.4996 1.8798 -0.1442
H -0.7042 3.1681 0.7033
H -1.6853 1.7188 2.2849
H -0.9781 0.4240 1.6346
H -0.0449 -3.3412 0.3860
H -1.0591 -3.7032 -0.5814
O -0.4145 -4.1555 -0.0119
```

* ΔE to the lowest compared entry with this formula, charge and spin: 74.1 kJ/mol
* net charge: -1
* frontier orbital gap (spin up / spin down): 2.9 / 9.2 eV
* electronic energy: -10379.0887 eV
* multiplicity: 2

Löwdin atomic charge list, values in e, 8 entries: -0.28, -0.41, -0.29, -0.07, -0.37, -0.02, 0.09, 0.09



4.
Formula: C10H16N4O
Source: the OMol25 dataset
Level of theory: ωB97M-V/def2-TZVPD

Geometry as XYZ:
```
31
Properties=species:S:1:pos:R:3
C -4.1435 1.0635 -0.0144
C -2.8998 0.5598 0.1037
N -1.7249 1.3143 0.0701
N -0.6224 0.4132 0.4577
C -1.1126 -0.8234 0.3086
C -2.5306 -0.9128 0.0328
O -3.2848 -1.8506 0.0426
C -0.2101 -1.8372 0.0565
N 1.3469 -1.6126 0.1906
C 2.1867 -2.3065 -0.7884
N 1.6515 -0.2147 0.4349
C 2.0755 -0.2053 1.8636
C 0.7023 0.7159 -0.1264
C 0.5063 0.4906 -1.7059
C 1.1437 2.2234 0.1046
H -4.3911 2.1029 0.2206
H -4.9566 0.2705 -0.1317
H -1.7483 2.0545 0.7576
H -0.6700 -2.8124 -0.0645
H 3.1377 -2.2918 -0.3582
H 1.8242 -3.2959 -0.8960
H 2.0605 -1.8055 -1.7419
H 1.2367 0.1016 2.5674
H 2.4580 -1.1646 2.1425
H 2.8619 0.4602 1.9805
H 0.2444 1.5330 -2.0446
H -0.3385 -0.2219 -2.0083
H 1.5421 0.3649 -2.1044
H 1.2760 2.3309 1.1752
H 0.3184 2.8678 -0.1836
H 2.0604 2.4880 -0.3411
```

* ΔE to the lowest compared entry with this formula, charge and spin: 554.6 kJ/mol
* net charge: 0
* frontier orbital gap: 7.2 eV
* electronic energy: -18632.5590 eV
* structure (SMILES): C=c1[nH]n2c(c1=O)=CN(C)N(C)C2(C)C

Löwdin atomic charge list, values in e, 8 entries: 0.08, -0.27, 0.09, -0.04, -0.24, -0.32, 0.11, 0.10



5.
Formula: C5H10O2
Source: the OMol25 dataset
Level of theory: ωB97M-V/def2-TZVPD

Geometry as XYZ:
```
17
Properties=species:S:1:pos:R:3
C 0.1001 2.7230 -0.8842
O 0.2521 1.5353 -0.1547
C 0.2036 0.3968 -0.9844
C 0.3169 -0.7851 -0.1088
C 0.3606 -1.2692 1.0863
O 0.2441 -1.1295 2.4067
C 0.7817 -2.2269 0.0487
H 0.8891 2.8362 -1.6446
H 0.1706 3.5485 -0.1739
H -0.8771 2.7663 -1.3897
H -0.7375 0.3862 -1.5608
H 1.0267 0.4128 -1.7196
H -0.0234 -0.2118 2.5613
H 0.1160 -3.0445 -0.2429
H 1.8459 -2.4680 -0.0605
H -2.3447 -1.6016 1.0646
H -2.3246 -1.8686 1.7566
```

* ΔE to the lowest compared entry with this formula, charge and spin: 491.3 kJ/mol
* net charge: 0
* frontier orbital gap: 9.3 eV
* electronic energy: -9437.9515 eV
* structure (SMILES): COCC1=C(O)C1.[H][H]

Löwdin atomic charge list, values in e, 8 entries: -0.12, -0.18, -0.19, -0.11, -0.34, 0.08, -0.03, 0.09



6.
Formula: C29H27NO8
Source: the OMol25 dataset
Level of theory: ωB97M-V/def2-TZVPD

Geometry as XYZ:
```
65
Properties=species:S:1:pos:R:3
O -0.4831 2.7714 0.3747
C 0.5845 3.2765 0.5951
O 1.5716 3.3033 -0.3037
C 0.9772 3.9550 1.8877
C 2.2099 3.2976 2.5192
C 2.1053 1.8062 2.6974
C 0.8906 1.1531 2.8228
C 0.8245 -0.2273 2.9694
C -0.4992 -0.9172 2.9611
O -0.9783 -1.3962 3.9883
C -1.1569 -0.9957 1.6667
C -0.5417 -0.5428 0.4872
C -1.1690 -0.6309 -0.7237
C -2.4619 -1.1787 -0.8153
O -2.9780 -1.2300 -2.0579
C -4.2806 -1.7570 -2.2680
C -4.4684 -1.8962 -3.7900
C -5.8185 -1.2525 -4.1006
C -5.9149 -0.1355 -3.0666
C -5.3916 -0.7977 -1.7931
C -3.0893 -1.6349 0.3331
C -2.4496 -1.5600 1.5693
O -3.0988 -2.0328 2.6358
C 1.9942 -0.9620 3.0771
C 3.2149 -0.3300 2.9397
C 3.2793 1.0383 2.7084
O 4.4671 1.6852 2.4488
C 5.3965 0.9690 1.6491
C 4.7046 0.3228 0.4716
C 4.8689 -1.0416 0.1950
C 4.1284 -1.6814 -0.7735
C 3.1903 -0.9266 -1.4706
C 2.1863 -1.1545 -2.4747
O 1.9043 -2.3189 -3.0456
N 1.5582 -0.0518 -2.7620
O 2.0834 0.9650 -1.9943
C 3.0548 0.4471 -1.2133
C 3.8128 1.0945 -0.2537
H 1.3259 2.8130 -1.1084
H 1.2146 4.9969 1.6640
H 0.1234 3.9311 2.5641
H 2.3885 3.7559 3.4962
H 3.0887 3.5051 1.9059
H -0.0325 1.7079 2.7750
H 0.4515 -0.1246 0.5447
H -0.7000 -0.2788 -1.6282
H -4.3546 -2.7305 -1.7676
H -3.6649 -1.3375 -4.2708
H -4.4116 -2.9328 -4.1166
H -5.8750 -0.8878 -5.1246
H -6.6235 -1.9728 -3.9450
H -6.9273 0.2469 -2.9484
H -5.2608 0.6890 -3.3518
H -5.0021 -0.0730 -1.0798
H -6.1877 -1.3663 -1.3112
H -4.0798 -2.0590 0.3211
H -2.5038 -1.9255 3.4204
H 1.9502 -2.0290 3.2336
H 4.1201 -0.9132 2.9977
H 6.1142 1.7258 1.3164
H 5.9369 0.2211 2.2428
H 5.5885 -1.6059 0.7697
H 4.2459 -2.7334 -0.9765
H 1.1646 -2.2011 -3.6572
H 3.6828 2.1452 -0.0566
```

* ΔE to the lowest compared entry with this formula, charge and spin: 8.3 kJ/mol
* net charge: 0
* frontier orbital gap: 8.4 eV
* electronic energy: -48381.3134 eV
* structure (SMILES): O=C(O)CCc1cc(C(=O)c2ccc(OC3CCCC3)cc2O)ccc1OCc1ccc2c(O)noc2c1

Löwdin atomic charge list, values in e, 8 entries: 0.12, -0.54, 0.10, -0.09, -0.12, -0.12, 0.04, -0.16